#i
The following is a quantum chemistry calculation of one molecule with the formula C21H31N5O3, from OMol25.

Atoms and positions in Å:
C (-4.922, -3.177, 3.427)
C (-3.875, -4.280, 3.539)
C (-2.555, -3.941, 2.860)
C (-1.414, -4.915, 3.156)
C (-0.189, -4.165, 2.646)
C (-0.417, -2.712, 3.128)
O (0.213, -2.498, 4.373)
C (0.172, -1.705, 2.139)
O (1.149, -1.033, 2.451)
N (-0.412, -1.611, 0.930)
C (0.088, -0.697, -0.082)
C (-0.294, 0.746, 0.239)
N (0.282, 1.675, -0.722)
C (-0.330, 1.745, -1.926)
O (-1.335, 1.097, -2.190)
C (0.243, 2.646, -2.984)
C (-0.524, 3.662, -3.532)
C (-0.033, 4.443, -4.582)
N (1.161, 4.281, -5.147)
C (1.864, 3.295, -4.616)
C (1.495, 2.452, -3.559)
N (2.509, 1.549, -3.289)
C (3.433, 1.843, -4.161)
N (3.122, 2.882, -4.991)
C (3.914, 3.436, -6.067)
C (1.404, 2.518, -0.293)
C (2.571, 1.671, 0.199)
C (0.951, 3.534, 0.753)
C (-1.951, -2.599, 3.303)
H (-5.864, -3.480, 3.885)
H (-4.591, -2.265, 3.924)
H (-5.126, -2.931, 2.382)
H (-3.673, -4.478, 4.597)
H (-4.267, -5.211, 3.120)
H (-2.714, -3.920, 1.771)
H (-1.337, -5.055, 4.239)
H (-1.548, -5.895, 2.697)
H (0.766, -4.537, 3.013)
H (-0.172, -4.205, 1.552)
H (0.963, -1.908, 4.184)
H (-1.239, -2.151, 0.743)
H (1.173, -0.785, -0.129)
H (-0.326, -0.982, -1.047)
H (-1.381, 0.845, 0.231)
H (0.070, 0.997, 1.232)
H (-1.521, 3.845, -3.153)
H (-0.645, 5.240, -4.987)
H (4.381, 1.334, -4.248)
H (4.904, 2.984, -6.043)
H (3.447, 3.233, -7.030)
H (4.006, 4.513, -5.944)
H (1.733, 3.070, -1.171)
H (3.396, 2.322, 0.495)
H (2.296, 1.068, 1.067)
H (2.919, 1.014, -0.597)
H (1.774, 4.208, 0.995)
H (0.117, 4.131, 0.380)
H (0.642, 3.048, 1.680)
H (-2.378, -1.737, 2.788)
H (-2.125, -2.454, 4.372)

The SMILES is CC[C@@H]1CC[C@@](O)(C(=O)NCCN(C(=O)c2ccnc3c2ncn3C)C(C)C)C1. As for the HOMO-LUMO gap: 0.354 Ha. The value obtained for the HOMO energy is -9.12 eV.


#ii
The following is a quantum chemistry calculation of one molecule with the formula C21H31N5O3, from OMol25.

Atoms and positions in Å:
C (-1.602, -5.912, -4.063)
C (-0.380, -5.239, -4.682)
C (0.291, -4.120, -3.853)
C (1.807, -4.294, -3.714)
C (2.187, -3.390, -2.548)
C (1.030, -3.563, -1.540)
O (1.300, -4.622, -0.647)
C (0.902, -2.296, -0.699)
O (1.404, -2.270, 0.419)
N (0.294, -1.226, -1.243)
C (0.207, 0.040, -0.547)
C (-0.804, -0.025, 0.591)
N (-0.796, 1.201, 1.365)
C (-1.432, 2.259, 0.810)
O (-2.048, 2.166, -0.242)
C (-1.410, 3.590, 1.511)
C (-2.608, 4.217, 1.816)
C (-2.625, 5.491, 2.383)
N (-1.542, 6.212, 2.651)
C (-0.417, 5.605, 2.325)
C (-0.262, 4.327, 1.766)
N (1.079, 4.057, 1.556)
C (1.687, 5.128, 1.979)
N (0.858, 6.099, 2.460)
C (1.220, 7.409, 2.956)
C (-0.274, 1.143, 2.732)
C (1.159, 0.629, 2.760)
C (-1.198, 0.324, 3.628)
C (-0.192, -3.945, -2.397)
H (-2.049, -6.607, -4.775)
H (-1.341, -6.484, -3.172)
H (-2.367, -5.185, -3.786)
H (0.361, -6.014, -4.899)
H (-0.666, -4.834, -5.655)
H (0.114, -3.175, -4.377)
H (2.043, -5.335, -3.475)
H (2.341, -4.035, -4.630)
H (3.135, -3.660, -2.085)
H (2.277, -2.350, -2.881)
H (1.666, -4.199, 0.148)
H (-0.097, -1.302, -2.165)
H (1.187, 0.311, -0.149)
H (-0.085, 0.809, -1.259)
H (-1.803, -0.197, 0.186)
H (-0.555, -0.859, 1.241)
H (-3.540, 3.714, 1.601)
H (-3.571, 5.960, 2.628)
H (2.757, 5.280, 1.969)
H (2.298, 7.452, 3.083)
H (0.903, 8.183, 2.258)
H (0.737, 7.585, 3.915)
H (-0.261, 2.156, 3.124)
H (1.525, 0.624, 3.789)
H (1.244, -0.391, 2.377)
H (1.804, 1.281, 2.173)
H (-0.796, 0.285, 4.642)
H (-2.191, 0.773, 3.675)
H (-1.299, -0.705, 3.279)
H (-1.001, -3.214, -2.335)
H (-0.604, -4.861, -1.980)

The SMILES is CC[C@@H]1CC[C@@](O)(C(=O)NCCN(C(=O)c2ccnc3c2ncn3C)C(C)C)C1. As for the HOMO-LUMO gap: 0.354 Ha. The value obtained for the HOMO energy is -9.11 eV.


Which of them is most stable? Easy: #i.


#i
The following is a quantum chemistry calculation of a 2-piece molecular cluster, CH5N3O overall, from OMol25.

Atoms and positions in Å:
C (0.058, 0.836, -0.190)
H (-1.017, -1.147, -0.712)
H (-2.258, -0.610, 0.248)
H (0.509, 1.942, -0.234)
H (0.425, -1.257, 0.133)
H (1.975, 0.885, 0.763)
N (-1.295, -0.732, 0.118)
N (-1.223, 0.682, 0.065)
N (0.699, -0.360, -0.266)
O (2.127, -0.239, 0.075)

As for the HOMO-LUMO gap: 0.332 Ha. The value obtained for the HOMO energy is -8.90 eV.


#ii
The following is a quantum chemistry calculation of one molecule with the formula CH5N3O, from OMol25.

Atoms and positions in Å:
N (-0.389, 1.474, -0.187)
N (0.717, 0.694, -0.179)
C (0.549, -0.592, 0.424)
N (-0.374, -1.331, -0.256)
O (1.223, -0.869, 1.387)
H (-0.957, 1.595, 0.663)
H (-0.946, 1.161, -1.030)
H (1.581, 1.107, 0.127)
H (-0.809, -1.066, -1.195)
H (-0.595, -2.173, 0.245)

The SMILES is NNC(N)=O. As for the HOMO-LUMO gap: 0.363 Ha. The value obtained for the HOMO energy is -9.16 eV.


#iii
The following is a quantum chemistry calculation of one molecule with the formula CH5N3O, from OMol25.

Atoms and positions in Å:
N (1.380, 0.638, 1.277)
N (0.130, 0.384, 0.688)
C (0.174, -0.166, -0.452)
N (-0.853, -0.185, -1.346)
O (-2.112, -0.533, -0.813)
H (1.095, 1.211, 2.307)
H (1.956, -0.340, 1.549)
H (1.055, -0.481, -0.955)
H (-0.710, -0.857, -2.118)
H (-2.116, 0.329, -0.137)

The SMILES is N/N=C/NO. As for the HOMO-LUMO gap: 0.340 Ha. The value obtained for the HOMO energy is -8.33 eV.


Which of them is most stable? Easy: #ii.


#i
The following is a quantum chemistry calculation of a 9-piece molecular cluster, H18O9 overall, from OMol25.

Atoms and positions in Å:
O (-0.516, 0.219, -0.350)
H (0.330, -0.057, 0.021)
H (-0.335, 0.330, -1.290)
O (-2.157, -1.885, -0.800)
H (-2.111, -1.092, -0.255)
H (-3.096, -2.102, -0.819)
O (4.450, -1.417, -0.079)
H (3.788, -2.035, 0.249)
H (4.422, -1.529, -1.036)
O (2.124, 0.828, 3.046)
H (1.433, 1.501, 3.059)
H (1.653, 0.013, 2.841)
O (-0.282, 4.482, -0.165)
H (-0.718, 5.052, -0.810)
H (0.520, 4.963, 0.068)
O (-4.200, -0.576, 1.692)
H (-3.696, 0.237, 1.807)
H (-3.824, -1.179, 2.343)
O (0.024, -2.702, 0.195)
H (0.089, -3.115, 1.063)
H (-0.842, -2.975, -0.131)
O (-2.282, 0.487, -1.960)
H (-1.572, -0.078, -2.285)
H (-1.910, 1.375, -1.998)
O (3.129, 0.095, -1.481)
H (2.177, 0.159, -1.617)
H (3.403, 1.004, -1.311)

The SMILES is O.O.O.O.O.O.O.O.O. As for the HOMO-LUMO gap: 0.378 Ha. The value obtained for the HOMO energy is -10.24 eV.


#ii
The following is a quantum chemistry calculation of a 9-piece molecular cluster, H18O9 overall, from OMol25.

Atoms and positions in Å:
O (0.549, 0.118, 0.124)
H (-0.146, 0.150, 0.792)
H (1.110, 0.873, 0.334)
O (-0.566, -1.913, 0.246)
H (-0.999, -2.564, 0.809)
H (0.373, -2.113, 0.335)
O (3.848, -0.589, 0.203)
H (3.906, -0.754, 1.151)
H (4.342, -1.315, -0.192)
O (-4.461, 0.757, 2.980)
H (-3.735, 0.280, 3.398)
H (-4.088, 1.622, 2.778)
O (-4.521, -2.014, -1.479)
H (-3.815, -1.396, -1.257)
H (-5.173, -1.471, -1.936)
O (0.597, -0.059, -2.252)
H (0.285, -0.554, -1.486)
H (-0.076, -0.218, -2.924)
O (3.396, 3.760, 0.494)
H (3.394, 4.490, -0.135)
H (2.811, 3.106, 0.097)
O (3.284, -2.905, 0.485)
H (3.186, -3.854, 0.348)
H (3.555, -2.827, 1.406)
O (-2.019, 2.941, -1.538)
H (-2.113, 3.834, -1.186)
H (-2.924, 2.615, -1.594)

The SMILES is O.O.O.O.O.O.O.O.O. As for the HOMO-LUMO gap: 0.364 Ha. The value obtained for the HOMO energy is -9.85 eV.


Which of them is most stable? Easy: #i.